Record 1
C30H81BrN4O12 | the ωB97M-V functional and the def2-TZVPD basis

## Properties
* ΔE to the lowest compared entry with this formula, charge and spin: 807.2 kJ/mol
* calculated total energy: -4886.9365 Eh
* Kohn-Sham gap: 0.32408 Eh
* total charge: 0
* largest force on an atom: 4.4 eV/A
* LUMO: -0.83 eV

Bonds (Å) are listed after each position.
CARTESIAN COORDINATES (ANGSTROEM)
1 C -1.526 -1.708 2.732  C2 1.651, H24 1.180, H25 1.190, H26 1.177
2 C -2.120 -0.616 1.644  C1 1.651, C3 1.666, H27 1.183, H28 1.175
3 C -0.979 0.594 1.542  C2 1.666, C4 1.644, H29 1.191, H30 1.191
4 C -0.036 0.473 0.200  C3 1.644, C5 1.646, H31 1.184, H32 1.175
5 C -0.131 1.779 -0.797  C4 1.646, C6 1.666, H33 1.172, H34 1.190
6 C -0.387 1.280 -2.366  C5 1.666, C7 1.660, H35 1.185, H36 1.183
7 C 0.904 0.392 -2.914  C6 1.660, C8 1.640, H37 1.193, H38 1.172
8 C 0.490 -1.179 -3.131  C7 1.640, C9 1.640, H39 1.192, H40 1.183
9 C 1.659 -2.094 -3.828  C8 1.640, C10 1.673, H41 1.194, H42 1.170
10 C 3.062 -2.179 -2.921  C9 1.673, C11 1.619, H43 1.194, H44 1.166
11 C 3.663 -3.678 -3.031  C10 1.619, C12 1.614, H45 1.194, H46 1.194
12 C 3.863 -4.538 -1.680  C11 1.614, C13 1.623, H47 1.193, H48 1.185
13 C 3.148 -4.020 -0.318  C12 1.623, C14 1.678, H49 1.194, H50 1.195
14 C 1.497 -4.313 -0.257  C13 1.678, N15 1.432, N23 1.431
15 N 1.006 -4.595 1.059  C14 1.432, N16 1.306
16 N -0.286 -4.776 1.117  N15 1.306, C17 1.432
17 C -0.946 -4.656 -0.148  N16 1.432, C18 1.678, N22 1.431
18 C -2.613 -4.831 -0.060  C17 1.678, C19 1.638, H51 1.190, H52 1.192
19 C -3.320 -5.034 -1.523  C18 1.638, C20 1.662, H53 1.194, H54 1.170
20 C -3.978 -3.599 -2.042  C19 1.662, Br21 2.038, H55 1.174, H56 1.173
21 Br -5.790 -3.427 -1.126  C20 2.038
22 N -0.452 -4.416 -1.470  C17 1.431, N23 1.307
23 N 0.841 -4.235 -1.527  C14 1.431, N22 1.307
24 H -0.583 -2.211 2.231  C1 1.180
25 H -2.323 -2.566 2.945  C1 1.190
26 H -1.167 -1.212 3.737  C1 1.177
27 H -3.179 -0.209 1.977  C2 1.183
28 H -2.244 -1.122 0.591  C2 1.175
29 H -0.313 0.650 2.528  C3 1.191
30 H -1.575 1.625 1.520  C3 1.191
31 H 1.078 0.236 0.522  C4 1.184
32 H -0.424 -0.453 -0.412  C4 1.175
33 H -0.990 2.477 -0.412  C5 1.172
34 H 0.930 2.314 -0.741  C5 1.190
35 H -0.511 2.223 -3.073  C6 1.185
36 H -1.407 0.684 -2.438  C6 1.183
37 H 1.176 0.844 -3.985  C7 1.193
38 H 1.813 0.471 -2.179  C7 1.172
39 H -0.446 -1.182 -3.871  C8 1.192
40 H 0.129 -1.702 -2.133  C8 1.183
41 H 1.937 -1.587 -4.872  C9 1.194
42 H 1.222 -3.147 -4.093  C9 1.170
43 H 3.816 -1.452 -3.494  C10 1.194
44 H 2.938 -1.725 -1.854  C10 1.166
45 H 3.017 -4.341 -3.785  C11 1.194
46 H 4.731 -3.596 -3.561  C11 1.194
47 H 5.034 -4.621 -1.467  C12 1.193
48 H 3.510 -5.652 -1.876  C12 1.185
49 H 3.345 -2.874 -0.050  C13 1.194
50 H 3.656 -4.619 0.582  C13 1.195
51 H -2.893 -5.703 0.701  C18 1.190
52 H -3.005 -3.793 0.376  C18 1.192
53 H -4.258 -5.750 -1.341  C19 1.194
54 H -2.664 -5.570 -2.329  C19 1.170
55 H -4.203 -3.614 -3.194  C20 1.174
56 H -3.361 -2.665 -1.693  C20 1.173
57 C -0.920 -5.592 5.056  O58 1.416, H59 1.093, H60 1.093, H61 1.093
58 O -1.682 -6.107 3.980  C57 1.416, H62 0.972
59 H -1.126 -6.183 5.952  C57 1.093
60 H 0.144 -5.658 4.815  C57 1.093
61 H -1.200 -4.551 5.237  C57 1.093
62 H -1.479 -5.563 3.200  O58 0.972
63 C 2.631 3.913 -4.133  O64 1.416, H65 1.093, H66 1.093, H67 1.093
64 O 2.665 2.775 -4.975  C63 1.416, H68 0.972
65 H 2.651 3.584 -3.091  C63 1.093
66 H 3.503 4.541 -4.331  C63 1.093
67 H 1.713 4.477 -4.317  C63 1.093
68 H 2.646 3.098 -5.892  O64 0.972
69 C 0.715 -2.229 7.061  O70 1.416, H71 1.093, H72 1.093, H73 1.093
70 O -0.449 -2.266 6.256  C69 1.416, H74 0.972
71 H 1.595 -2.298 6.417  C69 1.093
72 H 0.746 -1.289 7.617  C69 1.093
73 H 0.707 -3.075 7.754  C69 1.093
74 H -1.212 -2.203 6.855  O70 0.972
75 C 2.647 -5.650 -6.689  O76 1.416, H77 1.093, H78 1.093, H79 1.093
76 O 1.772 -4.539 -6.763  C75 1.416, H80 0.972
77 H 3.673 -5.305 -6.835  C75 1.093
78 H 2.559 -6.119 -5.707  C75 1.093
79 H 2.391 -6.368 -7.472  C75 1.093
80 H 0.870 -4.876 -6.630  O76 0.972
81 C 4.519 7.162 -3.441  O82 1.416, H83 1.093, H84 1.093, H85 1.093
82 O 3.757 6.647 -4.517  C81 1.416, H86 0.972
83 H 4.314 6.571 -2.546  C81 1.093
84 H 5.583 7.096 -3.682  C81 1.093
85 H 4.239 8.202 -3.260  C81 1.093
86 H 3.960 7.191 -5.297  O82 0.972
87 C 1.136 7.998 -2.057  O88 1.416, H89 1.093, H90 1.093, H91 1.093
88 O 2.065 8.909 -1.499  C87 1.416, H92 0.972
89 H 1.301 7.939 -3.136  C87 1.093
90 H 1.281 7.010 -1.613  C87 1.093
91 H 0.119 8.350 -1.865  C87 1.093
92 H 1.894 8.940 -0.542  O88 0.972
93 C -2.457 6.620 -1.103  O94 1.416, H95 1.093, H96 1.093, H97 1.093
94 O -1.528 7.531 -0.545  C93 1.416, H98 0.972
95 H -2.292 6.561 -2.182  C93 1.093
96 H -2.312 5.632 -0.660  C93 1.093
97 H -3.473 6.972 -0.912  C93 1.093
98 H -1.698 7.563 0.412  O94 0.972
99 C -0.750 2.604 4.995  O100 1.416, H101 1.093, H102 1.093, H103 1.093
100 O -1.914 2.568 4.190  C99 1.416, H104 0.972
101 H 0.129 2.536 4.351  C99 1.093
102 H -0.720 3.544 5.551  C99 1.093
103 H -0.759 1.759 5.688  C99 1.093
104 H -2.678 2.630 4.789  O100 0.972
105 C -1.514 -9.597 6.431  O106 1.416, H107 1.093, H108 1.093, H109 1.093
106 O -1.867 -8.394 7.089  C105 1.416, H110 0.972
107 H -1.050 -10.273 7.153  C105 1.093
108 H -2.412 -10.065 6.020  C105 1.093
109 H -0.804 -9.380 5.630  C105 1.093
110 H -2.276 -7.814 6.424  O106 0.972
111 C -1.000 7.759 3.340  O112 1.416, H113 1.093, H114 1.093, H115 1.093
112 O -2.164 7.723 2.535  C111 1.416, H116 0.972
113 H -0.120 7.690 2.696  C111 1.093
114 H -0.970 8.699 3.896  C111 1.093
115 H -1.008 6.913 4.033  C111 1.093
116 H -2.928 7.785 3.134  O112 0.972
117 C -5.474 -2.560 -6.015  O118 1.416, H119 1.093, H120 1.093, H121 1.093
118 O -4.545 -1.650 -5.456  C117 1.416, H122 0.972
119 H -5.309 -2.620 -7.093  C117 1.093
120 H -5.329 -3.548 -5.571  C117 1.093
121 H -6.491 -2.208 -5.823  C117 1.093
122 H -4.715 -1.618 -4.499  O118 0.972
123 C 2.084 8.486 6.207  O124 1.416, H125 1.093, H126 1.093, H127 1.093
124 O 0.719 8.585 5.848  C123 1.416, H128 0.972
125 H 2.658 8.160 5.337  C123 1.093
126 H 2.448 9.463 6.535  C123 1.093
127 H 2.198 7.754 7.011  C123 1.093
128 H 0.235 8.876 6.640  O124 0.972

Record 2
C4H10N2O | the ωB97M-V functional and the def2-TZVPD basis

## Properties
* ΔE to the lowest compared entry with this formula, charge and spin: 66.3 kJ/mol
* spin multiplicity: 3
* calculated total energy: -342.9444 Eh
* <S²>: 2.01
* Kohn-Sham gap (spin up / spin down): 0.28448 / 0.27850 Eh
* total charge: 0
* largest force on an atom: 4.6 eV/A
* LUMO (spin up / spin down): 1.00 / -1.30 eV

Bonds (Å) are listed after each position.
CARTESIAN COORDINATES (ANGSTROEM)
1 C -0.187 -0.285 -3.042  C2 1.524, H8 1.135, H9 1.070, H15 1.092
2 C -0.483 0.369 -1.698  C1 1.524, C4 1.293, H10 1.088
3 C 0.838 0.321 3.100  N5 1.424, H11 1.222, H12 1.145, H13 1.100
4 C -1.081 -0.140 -0.670  C2 1.293, O7 1.429, H14 1.108
5 N 1.401 -0.580 2.151  C3 1.424, N6 1.252
6 N 1.041 -0.453 0.958  N5 1.252, H16 1.089
7 O -1.638 0.378 0.540  C4 1.429, H17 0.958
8 H 0.311 -1.281 -2.821  C1 1.135
9 H 0.462 0.334 -3.625  C1 1.070
10 H -0.304 1.427 -1.872  C2 1.088
11 H -0.109 -0.237 3.633  C3 1.222
12 H 1.539 0.650 3.944  C3 1.145
13 H 0.326 1.184 2.648  C3 1.100
14 H -1.232 -1.229 -0.808  C4 1.108
15 H -1.111 -0.464 -3.595  C1 1.092
16 H 1.564 -1.268 0.460  N6 1.089
17 H -1.338 1.275 0.697  O7 0.958

Record 3
C3H10N2 | the ωB97M-V functional and the def2-TZVPD basis

## Properties
* ΔE to the lowest compared entry with this formula, charge and spin: 172.4 kJ/mol
* SMILES: C[C@@H](N)CN
* calculated total energy: -229.7436 Eh
* Kohn-Sham gap: 0.37486 Eh
* total charge: 0
* largest force on an atom: 5.2 eV/A
* LUMO: 1.16 eV

Bonds (Å) are listed after each position.
CARTESIAN COORDINATES (ANGSTROEM)
1 N 1.388 0.040 -0.291  C2 1.394, H6 1.000, H7 1.093
2 C 0.188 0.399 0.322  N1 1.394, C3 1.538, C4 1.503, H8 1.146
3 C 0.268 -0.017 1.801  C2 1.538, H9 1.111, H10 1.116, H11 1.133
4 C -0.865 -0.263 -0.522  C2 1.503, N5 1.504, H12 1.149, H13 1.112
5 N -0.980 0.047 -1.989  C4 1.504, H14 1.111, H15 1.102
6 H 2.176 0.236 0.293  N1 1.000
7 H 1.585 0.804 -1.047  N1 1.093
8 H -0.219 1.466 0.231  C2 1.146
9 H 1.146 -0.698 1.807  C3 1.111
10 H -0.621 -0.318 2.405  C3 1.116
11 H 0.375 0.855 2.517  C3 1.133
12 H -0.708 -1.400 -0.483  C4 1.149
13 H -1.905 -0.135 -0.149  C4 1.112
14 H -0.080 -0.477 -2.375  N5 1.111
15 H -1.747 -0.539 -2.521  N5 1.102

Record 4
C12H17F4NO13 | the ωB97M-V functional and the def2-TZVPD basis

## Properties
* ΔE to the lowest compared entry with this formula, charge and spin: 234.7 kJ/mol
* calculated total energy: -1899.4907 Eh
* Kohn-Sham gap: 0.31004 Eh
* total charge: 0
* largest force on an atom: 16.6 eV/A
* LUMO: -0.94 eV

Bonds (Å) are listed after each position.
CARTESIAN COORDINATES (ANGSTROEM)
1 N 2.131 -3.001 0.317  H2 0.895, H3 1.142, H4 1.044, H5 0.823
2 H 2.215 -3.336 1.143  N1 0.895
3 H 1.011 -2.793 0.236  N1 1.142
4 H 2.421 -3.613 -0.478  N1 1.044
5 H 2.381 -2.221 0.236  N1 0.823
6 O 0.714 -0.221 0.242  H7 0.815
7 H 1.244 0.104 0.769  O6 0.815
8 C -0.265 1.984 2.220  C9 1.542, O13 1.303, H15 1.071, H16 1.117
9 C -1.679 2.583 2.362  C8 1.542, O10 1.412, F14 1.330, H17 1.143
10 O -1.610 2.776 3.759  C9 1.412, C11 1.360
11 C -0.331 2.847 4.217  O10 1.360, O12 1.244, O13 1.354
12 O -0.008 3.090 5.394  C11 1.244
13 O 0.462 2.466 3.188  C8 1.303, C11 1.354
14 F -2.710 1.768 2.159  C9 1.330
15 H 0.019 2.046 1.189  C8 1.071
16 H -0.209 0.872 2.134  C8 1.117
17 H -1.771 3.526 1.722  C9 1.143
18 C -1.925 -2.641 0.401  C19 1.542, O23 1.463, H25 1.073, H26 1.119
19 C -2.182 -1.591 1.500  C18 1.542, O20 1.477, F24 1.307, H27 1.032
20 O -1.413 -2.161 2.625  C19 1.477, C21 1.305
21 C -0.751 -3.215 2.232  O20 1.305, O22 1.205, O23 1.231
22 O 0.015 -3.914 2.845  C21 1.205
23 O -0.994 -3.548 1.072  C18 1.463, C21 1.231
24 F -3.469 -1.539 1.721  C19 1.307
25 H -1.233 -2.215 -0.300  C18 1.073
26 H -2.955 -2.956 0.097  C18 1.119
27 H -1.780 -0.641 1.460  C19 1.032
28 C 2.599 2.215 -1.206  C29 1.588, O33 1.450, H35 1.048, H36 1.005
29 C 2.509 1.002 -2.227  C28 1.588, O30 1.398, F34 1.338, H37 1.094
30 O 3.860 0.737 -2.469  C29 1.398, C31 1.418
31 C 4.689 1.831 -2.114  O30 1.418, O32 1.100, O33 1.324
32 O 5.742 1.908 -2.422  C31 1.100
33 O 3.916 2.731 -1.527  C28 1.450, C31 1.324
34 F 2.000 1.503 -3.359  C29 1.338
35 H 2.552 1.847 -0.226  C28 1.048
36 H 1.779 2.708 -1.514  C28 1.005
37 H 1.951 0.172 -1.783  C29 1.094
38 C -1.052 0.359 -2.873  C39 1.636, O43 1.576, H45 0.970, H46 1.070
39 C -2.122 0.470 -1.641  C38 1.636, O40 1.436, F44 1.220, H47 1.039
40 O -3.041 -0.573 -2.000  C39 1.436, C41 1.407
41 C -2.589 -1.461 -2.994  O40 1.407, O42 1.202, O43 1.263
42 O -3.126 -2.470 -3.366  C41 1.202
43 O -1.542 -0.991 -3.521  C38 1.576, C41 1.263
44 F -2.767 1.504 -1.691  C39 1.220
45 H -0.093 0.421 -3.002  C38 0.970
46 H -1.086 1.027 -3.708  C38 1.070
47 H -1.522 0.616 -0.806  C39 1.039

Record 5
C6H13NO | the ωB97M-V functional and the def2-TZVPD basis

## Properties
* ΔE to the lowest compared entry with this formula, charge and spin: 262.6 kJ/mol
* SMILES: C=C/C(=C/C)NC.O
* calculated total energy: -366.3339 Eh
* Kohn-Sham gap: 0.37210 Eh
* total charge: 0
* largest force on an atom: 1.5 eV/A
* LUMO: 0.85 eV

Bonds (Å) are listed after each position.
CARTESIAN COORDINATES (ANGSTROEM)
1 C 0.758 1.570 -0.509  N2 1.463, H8 1.089, H9 1.082, H10 1.092
2 N -0.287 0.991 0.335  C1 1.463, C3 1.442, H11 1.011
3 C -0.616 -0.389 0.078  N2 1.442, C4 1.337, C7 1.513
4 C -1.350 -0.850 -0.941  C3 1.337, C5 1.508, H12 1.084
5 C -1.842 -0.007 -2.091  C4 1.508, H13 1.093, H14 1.084, H15 1.081
6 C 0.673 -2.019 1.440  C7 1.324, H16 1.094, H17 1.088
7 C -0.409 -1.271 1.290  C3 1.513, C6 1.324, H18 1.083
8 H 0.480 1.912 -1.505  C1 1.089
9 H 1.533 0.824 -0.626  C1 1.082
10 H 1.085 2.450 0.048  C1 1.092
11 H -1.150 1.517 0.305  N2 1.011
12 H -1.549 -1.915 -0.967  C4 1.084
13 H -1.255 0.912 -2.155  C5 1.093
14 H -2.810 0.420 -1.855  C5 1.084
15 H -1.717 -0.514 -3.038  C5 1.081
16 H 0.856 -2.670 2.300  C6 1.094
17 H 1.400 -2.052 0.631  C6 1.088
18 H -1.251 -1.157 1.962  C7 1.083
19 H 2.303 1.455 1.529  O21 0.972
20 H 2.241 0.063 2.005  O21 0.971
21 O 2.905 0.730 1.765  H19 0.972, H20 0.971

Record 6
C4H8O2 | the ωB97M-V functional and the def2-TZVPD basis

## Properties
* ΔE to the lowest compared entry with this formula, charge and spin: 553.3 kJ/mol
* calculated total energy: -307.5017 Eh
* Kohn-Sham gap: 0.30560 Eh
* total charge: 0
* largest force on an atom: 0.9 eV/A
* LUMO: 0.73 eV

Bonds (Å) are listed after each position.
CARTESIAN COORDINATES (ANGSTROEM)
1 C 0.966 -0.651 1.162  O5 1.600, H7 1.080, H8 1.094, H9 1.094
2 O 1.256 0.984 -0.589  C3 1.304
3 C 0.017 0.847 -0.973  O2 1.304, C4 1.580, C6 1.579, H10 1.110
4 C -0.400 -0.677 -1.018  C3 1.580, O5 1.522, H11 1.086, H12 1.099
5 O -0.490 -0.602 0.499  C1 1.600, C4 1.522, C6 1.523
6 C -0.958 0.828 0.269  C3 1.579, O5 1.523, H13 1.086, H14 1.099
7 H 0.728 -1.398 1.905  C1 1.080
8 H 1.748 -0.958 0.461  C1 1.094
9 H 1.283 0.306 1.586  C1 1.094
10 H -0.329 1.453 -1.835  C3 1.110
11 H 0.338 -1.426 -1.291  C4 1.086
12 H -1.402 -0.926 -1.395  C4 1.099
13 H -0.717 1.429 1.142  C6 1.086
14 H -2.040 0.792 0.078  C6 1.099